No. 1
Density functional theory data (wB97M-V/def2-TZVPD) for 6 unconnected molecules or ions with the total composition C44H96O4.

Element x y z (Å)
1 C -2.6101 -3.4225 -4.1064
2 O -2.7638 -2.6678 -5.2902
3 C -4.0827 -2.2004 -5.4960
4 C -4.4971 -1.0544 -4.5822
5 C -4.1074 0.3334 -5.1234
6 C -2.9348 1.0605 -4.4274
7 C -1.9789 0.2000 -3.6140
8 C -2.3074 0.1567 -2.1261
9 C -1.2958 -0.7443 -1.3836
10 C -0.7444 -0.0510 -0.1457
11 C 0.4312 -0.7636 0.5321
12 C 1.5116 -1.2818 -0.4115
13 C 2.3484 -0.2099 -1.0734
14 C 3.1918 -0.8821 -2.1916
15 O 4.5165 -0.8893 -1.6460
16 C 4.5524 0.2736 -0.9430
17 O 5.4368 1.0951 -0.9716
18 O 3.3770 0.3380 -0.2360
19 H -1.6664 -3.1406 -3.6541
20 H -3.3884 -3.2258 -3.3756
21 H -2.5970 -4.4783 -4.3568
22 H -4.2027 -1.9144 -6.5332
23 H -4.7658 -3.0389 -5.3308
24 H -4.1944 -1.2316 -3.5596
25 H -5.5840 -1.0930 -4.5818
26 H -3.9528 0.2667 -6.1934
27 H -4.9830 0.9654 -5.0111
28 H -2.3449 1.5211 -5.2163
29 H -3.3067 1.8950 -3.8440
30 H -0.9851 0.6421 -3.6741
31 H -1.8860 -0.8135 -3.9879
32 H -2.3320 1.1541 -1.7001
33 H -3.2936 -0.2680 -1.9546
34 H -1.7738 -1.6619 -1.0549
35 H -0.5146 -1.0017 -2.0915
36 H -0.4579 0.9729 -0.3759
37 H -1.5455 0.0087 0.5857
38 H 0.0551 -1.5862 1.1317
39 H 0.9247 -0.0785 1.2159
40 H 2.1938 -1.8804 0.1892
41 H 1.0905 -1.9536 -1.1470
42 H 1.7838 0.5875 -1.5429
43 H 3.2776 -0.3082 -3.1136
44 H 2.8898 -1.8770 -2.4818
45 C -1.7569 4.2993 -2.2668
46 C -1.8739 5.8024 -2.4929
47 C -2.7859 6.1334 -3.6718
48 C -2.3020 5.5911 -5.0173
49 C -0.9117 6.0587 -5.4432
50 C -0.8124 7.5689 -5.6384
51 H -1.3045 3.8046 -3.1283
52 H -1.1368 4.0801 -1.3957
53 H -2.7428 3.8599 -2.0972
54 H -0.8811 6.2375 -2.6342
55 H -2.2814 6.2685 -1.5921
56 H -2.9145 7.2176 -3.7351
57 H -3.7825 5.7262 -3.4719
58 H -3.0238 5.8826 -5.7867
59 H -2.3173 4.4971 -4.9935
60 H -0.6570 5.5663 -6.3854
61 H -0.1623 5.7324 -4.7168
62 H -1.5281 7.9124 -6.3880
63 H 0.1864 7.8467 -5.9774
64 H -1.0042 8.1095 -4.7104
65 C 2.3339 -3.3811 6.9399
66 C 2.2488 -1.8752 6.7087
67 C 1.3674 -1.4923 5.5214
68 C 1.8486 -2.0152 4.1676
69 C 3.2528 -1.5923 3.7586
70 C 3.3916 -0.0852 3.5979
71 H 2.7940 -3.8936 6.0936
72 H 2.9390 -3.5961 7.8222
73 H 1.3420 -3.8072 7.1024
74 H 3.2548 -1.4647 6.5848
75 H 1.8382 -1.4062 7.6069
76 H 1.2812 -0.4027 5.4826
77 H 0.3535 -1.8663 5.6968
78 H 1.1483 -1.6736 3.3983
79 H 1.7921 -3.1079 4.1624
80 H 3.4949 -2.0696 2.8043
81 H 3.9896 -1.9617 4.4779
82 H 2.6870 0.2939 2.8540
83 H 4.3946 0.1738 3.2661
84 H 3.2119 0.4377 4.5372
85 C -5.5533 3.7920 -6.5941
86 C -6.7296 3.9295 -7.5550
87 C -7.2803 2.5858 -8.0296
88 C -6.2916 1.7269 -8.8195
89 C -5.7142 2.3904 -10.0684
90 C -6.7693 2.7370 -11.1149
91 H -4.6984 3.3069 -7.0686
92 H -5.2225 4.7726 -6.2488
93 H -5.8360 3.2066 -5.7162
94 H -6.4368 4.5463 -8.4089
95 H -7.5335 4.4721 -7.0507
96 H -8.1744 2.7638 -8.6335
97 H -7.6168 2.0136 -7.1590
98 H -6.7953 0.7998 -9.1112
99 H -5.4672 1.4255 -8.1662
100 H -4.9876 1.7074 -10.5160
101 H -5.1574 3.2912 -9.7960
102 H -7.3141 1.8445 -11.4291
103 H -6.3030 3.1729 -11.9994
104 H -7.4913 3.4617 -10.7359
105 C 8.6291 2.9884 6.5940
106 C 7.4331 3.2287 5.6770
107 C 6.7856 1.9411 5.1705
108 C 7.6951 1.0582 4.3148
109 C 8.2661 1.7451 3.0773
110 C 7.2102 2.1944 2.0635
111 H 9.4381 2.4721 6.0753
112 H 9.0279 3.9352 6.9610
113 H 8.3413 2.3890 7.4603
114 H 7.7356 3.8584 4.8362
115 H 6.6797 3.7985 6.2276
116 H 5.8890 2.1977 4.6069
117 H 6.4414 1.3553 6.0301
118 H 7.1339 0.1719 4.0019
119 H 8.5200 0.6853 4.9288
120 H 8.9446 1.0479 2.5788
121 H 8.8753 2.6020 3.3783
122 H 6.6155 1.3482 1.7160
123 H 7.6866 2.6452 1.1926
124 H 6.5327 2.9377 2.4873
125 C -2.2003 -7.9821 9.6954
126 C -1.1386 -8.6770 8.8477
127 C 0.2397 -8.7091 9.5057
128 C 0.8622 -7.3366 9.7659
129 C 1.0263 -6.4569 8.5278
130 C 1.9588 -7.0535 7.4780
131 H -1.9615 -6.9304 9.8598
132 H -3.1723 -8.0232 9.2019
133 H -2.2993 -8.4661 10.6691
134 H -1.0810 -8.1985 7.8663
135 H -1.4563 -9.7069 8.6651
136 H 0.9141 -9.3039 8.8835
137 H 0.1647 -9.2418 10.4589
138 H 1.8433 -7.4840 10.2283
139 H 0.2625 -6.7979 10.5050
140 H 1.4295 -5.4919 8.8426
141 H 0.0513 -6.2487 8.0776
142 H 2.9513 -7.2341 7.8957
143 H 2.0676 -6.3697 6.6351
144 H 1.5741 -7.9967 7.0871

DFT total energy ... -55375.544 eV
Orbital gap ... 10.35 eV
E_HOMO ... -9.81 eV
SMILES string ... COCCCCCCCCCC[C@@H]1COC(=O)O1.CCCCCC.CCCCCC.CCCCCC.CCCCCC.CCCCCC
Molecular weight ... 689.2 u

***

No. 2
Density functional theory data (wB97M-V/def2-TZVPD) for 20 unconnected molecules or ions with the total composition C45H107INO24P.

Element x y z (Å)
1 C 6.3878 2.8943 0.6728
2 C 5.7441 2.7168 -0.7347
3 P 4.0156 2.0922 -0.8102
4 C 3.1701 3.0024 0.5583
5 C 3.1637 2.2758 1.9166
6 C 3.8330 0.2959 -0.5172
7 C 4.8599 -0.6709 -0.5266
8 C 6.3044 -0.3038 -0.7613
9 O 6.6653 0.0214 -2.1169
10 O 5.5347 -0.0892 -2.9793
11 C 4.5999 -2.0191 -0.3603
12 C 3.3257 -2.4943 -0.1409
13 C 2.3009 -1.5699 -0.1279
14 C 2.5236 -0.2084 -0.3221
15 C 1.2740 0.6309 -0.3476
16 O 1.1022 1.5664 -1.0904
17 C 0.1486 0.1943 0.5726
18 C -0.7316 1.0572 1.2055
19 I -0.6353 3.1568 1.0864
20 C -1.7717 0.5528 1.9707
21 C -1.9544 -0.8012 2.1312
22 C -1.0660 -1.7070 1.5494
23 C -1.3038 -3.1716 1.8015
24 C -1.4056 -3.5329 3.3109
25 C -0.3112 -2.8824 4.1955
26 C -0.8103 -1.7070 5.0561
27 N -0.2481 -0.4004 4.6710
28 C -1.0858 0.7012 5.1992
29 C 1.0673 -0.2633 5.1249
30 C 1.6470 1.1372 5.2333
31 O 1.7605 -1.2242 5.3958
32 C -0.0436 -1.1839 0.7676
33 C 0.9050 -2.0720 0.0442
34 O 0.5780 -3.1396 -0.4407
35 H 7.4553 3.0534 0.4979
36 H 5.9413 3.7364 1.1925
37 H 6.3009 1.9667 1.2417
38 H 5.6815 3.7297 -1.1423
39 H 6.4294 2.1744 -1.3806
40 H 3.7741 3.9042 0.6952
41 H 2.1874 3.3372 0.2463
42 H 4.0821 1.7216 2.0856
43 H 2.2822 1.6474 2.0527
44 H 3.1455 3.0411 2.7018
45 H 6.6606 0.4800 -0.0955
46 H 6.9033 -1.1872 -0.5162
47 H 5.6163 0.7207 -3.5019
48 H 5.4180 -2.7292 -0.4054
49 H 3.1161 -3.5479 -0.0161
50 H -2.4856 1.2150 2.4448
51 H -2.7801 -1.1904 2.7165
52 H -2.2774 -3.4375 1.3735
53 H -0.5820 -3.8211 1.3201
54 H -2.4173 -3.3033 3.6506
55 H -1.2516 -4.6125 3.3540
56 H 0.5299 -2.5845 3.5678
57 H 0.0712 -3.6608 4.8570
58 H -1.8903 -1.6465 4.9170
59 H -0.6673 -1.8997 6.1245
60 H -0.9521 1.5840 4.5724
61 H -2.1393 0.4310 5.1367
62 H -0.8712 0.9316 6.2448
63 H 1.5397 1.6608 4.2814
64 H 1.2065 1.7013 6.0535
65 H 2.7112 1.0380 5.4345
66 C 4.4471 -1.7268 3.1981
67 O 4.6074 -0.4937 2.4944
68 H 3.3885 -1.8645 3.3975
69 H 4.8110 -2.5626 2.5926
70 H 4.9852 -1.7047 4.1484
71 H 5.5486 -0.3914 2.3246
72 C -1.9970 4.7214 -2.6267
73 O -1.7277 5.6773 -1.6038
74 H -2.3062 5.2563 -3.5208
75 H -1.0986 4.1438 -2.8528
76 H -2.7991 4.0447 -2.3192
77 H -1.4539 5.1860 -0.8222
78 C 4.8470 6.0456 -3.6986
79 O 4.9675 4.6347 -3.5387
80 H 5.8207 6.4877 -3.5044
81 H 4.5364 6.2909 -4.7184
82 H 4.1229 6.4501 -2.9874
83 H 4.1018 4.2448 -3.7055
84 C -5.3223 -4.7230 0.7861
85 O -4.7101 -4.8170 2.0761
86 H -4.8220 -3.9339 0.2304
87 H -5.2085 -5.6679 0.2510
88 H -6.3840 -4.4813 0.8814
89 H -5.1559 -5.5227 2.5528
90 C -1.9457 -5.6009 -0.9771
91 O -2.3944 -4.3692 -1.5317
92 H -2.7496 -6.3316 -1.0554
93 H -1.0743 -5.9642 -1.5259
94 H -1.6908 -5.4656 0.0767
95 H -1.6686 -3.7409 -1.4495
96 C -2.9586 7.2237 0.9629
97 O -2.5857 6.0253 1.6469
98 H -3.3350 6.9434 -0.0160
99 H -3.7397 7.7503 1.5180
100 H -2.0952 7.8808 0.8363
101 H -2.2537 6.2833 2.5113
102 C 7.3389 5.9793 3.4545
103 O 6.9061 6.0810 2.1023
104 H 7.3849 4.9234 3.7106
105 H 8.3317 6.4191 3.5788
106 H 6.6351 6.4779 4.1258
107 H 6.8649 7.0145 1.8743
108 C 4.6587 2.4640 -6.0054
109 O 3.3907 2.1835 -5.4044
110 H 4.6212 3.4686 -6.4166
111 H 5.4472 2.4160 -5.2506
112 H 4.8712 1.7539 -6.8084
113 H 3.4328 1.2948 -5.0381
114 C 1.9882 -4.5582 -3.6536
115 O 0.8207 -4.8348 -2.8924
116 H 2.3486 -5.4972 -4.0673
117 H 1.7648 -3.8714 -4.4752
118 H 2.7689 -4.1236 -3.0217
119 H 0.5144 -3.9987 -2.5286
120 C -4.6911 -5.6708 -3.4495
121 O -5.8833 -5.8988 -2.7200
122 H -4.3129 -6.6325 -3.7982
123 H -4.8954 -5.0356 -4.3185
124 H -3.9391 -5.2022 -2.8135
125 H -6.2107 -5.0030 -2.4284
126 C -5.6366 5.5458 2.8675
127 O -5.2823 6.5178 3.8521
128 H -5.9522 6.0732 1.9714
129 H -4.7742 4.9208 2.6299
130 H -6.4597 4.9230 3.2285
131 H -5.0042 6.0444 4.6400
132 C -4.9900 -2.0839 5.3949
133 O -5.2151 -2.2310 3.9972
134 H -5.2891 -1.0802 5.6879
135 H -5.5844 -2.8126 5.9540
136 H -3.9307 -2.2245 5.6290
137 H -4.9478 -3.1240 3.7489
138 C -8.1504 -3.9419 -1.7859
139 O -7.1588 -3.8571 -2.8076
140 H -8.0195 -4.8866 -1.2615
141 H -8.0312 -3.1176 -1.0785
142 H -9.1438 -3.9105 -2.2263
143 H -7.2841 -3.0195 -3.2649
144 C -3.6907 -2.8585 9.0391
145 O -2.7633 -1.9678 8.4235
146 H -3.9366 -3.6414 8.3262
147 H -3.2572 -3.3151 9.9322
148 H -4.6038 -2.3223 9.3108
149 H -2.5570 -1.2815 9.0635
150 C -2.0271 -8.8978 -3.5836
151 O -3.2270 -9.1063 -2.8478
152 H -1.6650 -9.8693 -3.9115
153 H -2.2126 -8.2724 -4.4613
154 H -1.2638 -8.4250 -2.9596
155 H -3.5406 -8.2428 -2.5617
156 C 0.2537 3.4863 -5.8497
157 O -1.0182 2.9863 -5.4457
158 H 0.1134 4.5033 -6.2080
159 H 0.9509 3.4961 -5.0085
160 H 0.6690 2.8801 -6.6575
161 H -0.8893 2.0884 -5.1284
162 C 8.4697 7.3511 -1.6519
163 O 7.1993 7.0491 -1.0858
164 H 8.4351 8.3727 -2.0222
165 H 9.2595 7.2716 -0.9000
166 H 8.6939 6.6783 -2.4842
167 H 7.2361 6.1443 -0.7597
168 C -11.1141 -2.6359 -5.0943
169 O -10.5334 -2.7343 -3.7957
170 H -10.5952 -1.8465 -5.6314
171 H -10.9993 -3.5743 -5.6418
172 H -12.1747 -2.3824 -5.0259
173 H -10.9985 -3.4332 -3.3278
174 C 0.6697 -0.0397 -7.2770
175 O 1.6242 0.7576 -7.9645
176 H 0.3046 -0.7963 -7.9668
177 H 1.1282 -0.5355 -6.4155
178 H -0.1750 0.5681 -6.9388
179 H 1.9433 1.4243 -7.3451

DFT total energy ... -116408.298 eV
Orbital gap ... 6.77 eV
E_HOMO ... -7.46 eV
Molecular weight ... 1204.2 u

***

No. 3
Density functional theory data (wB97M-V/def2-TZVPD) for 8 unconnected molecules or ions with the total composition C45H111N7O.

Element x y z (Å)
1 C 13.7851 20.2067 -5.1146
2 C 13.4394 18.6969 -5.0912
3 N 12.6232 18.3540 -6.2412
4 C 12.3934 16.9078 -6.3159
5 C 13.6089 16.1079 -6.7721
6 C 11.3076 19.0242 -6.2424
7 C 10.4975 18.7842 -4.9318
8 H 14.4433 20.5516 -4.3172
9 H 12.8544 20.7729 -5.0787
10 H 14.2099 20.5102 -6.0714
11 H 14.3581 18.1177 -4.9983
12 H 12.8992 18.4532 -4.1764
13 H 12.0628 16.4066 -5.4063
14 H 11.5640 16.8376 -7.0197
15 H 14.4216 15.9418 -6.0649
16 H 13.3302 15.1007 -7.0819
17 H 14.1922 16.6369 -7.5258
18 H 10.7647 18.7625 -7.1507
19 H 11.5398 20.0880 -6.2934
20 H 10.8240 17.9250 -4.3460
21 H 9.4888 18.4886 -5.2204
22 H 10.3441 19.7175 -4.3901
23 C 8.6555 15.7470 -9.0980
24 C 8.0438 15.0780 -7.8607
25 N 9.2010 14.5651 -7.0572
26 C 8.7925 13.8731 -5.8398
27 C 8.0456 14.8940 -4.9208
28 C 9.9676 13.5742 -7.8068
29 C 9.1428 12.3762 -8.4330
30 H 7.7728 16.3044 -9.4115
31 H 9.0393 15.1526 -9.9272
32 H 9.3746 16.5012 -8.7785
33 H 7.6711 15.8540 -7.1922
34 H 7.2050 14.4357 -8.1289
35 H 8.0845 13.0600 -6.0002
36 H 9.6843 13.4938 -5.3409
37 H 7.8740 14.3808 -3.9746
38 H 8.7118 15.7148 -4.6553
39 H 7.1209 15.1995 -5.4104
40 H 10.8134 13.2287 -7.2123
41 H 10.4161 14.1920 -8.5847
42 H 8.8412 11.8166 -7.5476
43 H 9.7702 11.6618 -8.9660
44 H 8.2791 12.7101 -9.0080
45 C 0.9406 12.9314 -9.5379
46 C 1.4726 14.2393 -8.7986
47 N 2.9310 14.4620 -8.7021
48 C 3.4686 14.9233 -9.9850
49 C 4.9780 14.9621 -9.9976
50 C 3.2854 15.2908 -7.5418
51 C 2.8100 16.7420 -7.5485
52 H 1.6879 12.1407 -9.6051
53 H 0.8804 13.3268 -10.5519
54 H -0.0831 12.6108 -9.3447
55 H 0.8860 15.1202 -9.0594
56 H 1.1581 14.0621 -7.7701
57 H 3.1041 14.4324 -10.8874
58 H 3.1229 15.9359 -10.1927
59 H 5.4206 15.7225 -9.3542
60 H 5.4656 14.0489 -9.6564
61 H 5.2400 15.1641 -11.0361
62 H 4.3559 15.3532 -7.3461
63 H 2.8741 14.8774 -6.6209
64 H 1.8296 16.8512 -8.0120
65 H 3.6096 17.3079 -8.0265
66 H 2.7264 17.2012 -6.5634
67 C 8.1736 11.9101 -15.2833
68 C 7.7098 13.2815 -15.8323
69 N 6.4997 13.7765 -15.0440
70 C 6.7508 14.8295 -14.0796
71 C 7.7170 14.4519 -12.8783
72 C 5.3896 14.1987 -15.9256
73 C 4.6651 12.9022 -16.4067
74 H 8.5602 11.9643 -14.2656
75 H 8.9329 11.4386 -15.9073
76 H 7.2782 11.2972 -15.3862
77 H 8.5487 13.9763 -15.7921
78 H 7.3900 13.2330 -16.8732
79 H 5.7447 14.8908 -13.6647
80 H 7.0376 15.8104 -14.4587
81 H 7.2131 13.6873 -12.2870
82 H 7.6794 15.3278 -12.2305
83 H 8.7291 14.0717 -13.0167
84 H 4.6752 14.8208 -15.3865
85 H 5.7314 14.8043 -16.7650
86 H 3.5938 13.0118 -16.2388
87 H 4.7048 12.8104 -17.4921
88 H 5.0237 11.9500 -16.0156
89 C 7.5666 8.3547 -9.6271
90 C 6.2168 8.3400 -10.2800
91 N 5.7741 9.6780 -10.8415
92 C 5.5393 10.6780 -9.7178
93 C 4.3115 10.3702 -8.8550
94 C 4.5825 9.4435 -11.6443
95 C 4.1867 10.5665 -12.6147
96 H 7.5161 9.0873 -8.8215
97 H 8.2863 8.5921 -10.4105
98 H 7.7013 7.4109 -9.0988
99 H 6.3033 7.6097 -11.0846
100 H 5.5236 7.8899 -9.5694
101 H 6.3818 10.8096 -9.0387
102 H 5.2658 11.6742 -10.0655
103 H 4.4130 11.0219 -7.9872
104 H 3.3580 10.6621 -9.2950
105 H 4.2546 9.3146 -8.5890
106 H 3.6980 9.0308 -11.1590
107 H 4.8264 8.5695 -12.2481
108 H 3.3020 10.3702 -13.2205
109 H 5.0785 10.6807 -13.2310
110 H 3.9036 11.4688 -12.0726
111 C 6.0629 18.6886 -7.4037
112 C 6.5836 19.3712 -6.1238
113 N 5.5110 19.7138 -5.2083
114 C 4.6576 20.7204 -5.7531
115 C 3.2269 20.2613 -5.9444
116 C 6.0213 19.9852 -3.8731
117 C 4.9908 20.2204 -2.7766
118 H 5.0962 18.9754 -7.8177
119 H 6.0541 17.6341 -7.1279
120 H 6.7737 18.8022 -8.2221
121 H 7.3756 18.8000 -5.6393
122 H 7.0334 20.2958 -6.4856
123 H 4.7265 21.6289 -5.1549
124 H 4.8996 20.8050 -6.8126
125 H 2.7168 20.3154 -4.9826
126 H 2.6758 20.8491 -6.6784
127 H 3.1032 19.2186 -6.2372
128 H 6.8030 20.7440 -3.8383
129 H 6.6387 19.1527 -3.5354
130 H 5.4921 19.9692 -1.8419
131 H 4.1302 19.5659 -2.9153
132 H 4.6483 21.2552 -2.7663
133 C 9.1698 17.5535 0.9350
134 C 8.8486 17.8304 -0.5247
135 N 9.8124 18.5539 -1.3518
136 C 10.1946 19.8483 -0.7917
137 C 9.1465 20.8939 -0.7027
138 C 11.0783 17.8194 -1.6210
139 C 10.8138 16.3306 -2.0972
140 H 8.5284 16.8696 1.4909
141 H 9.0974 18.4860 1.4946
142 H 10.2249 17.2802 0.9244
143 H 8.5382 16.9204 -1.0381
144 H 7.9944 18.5070 -0.5506
145 H 10.8144 19.6517 0.0831
146 H 10.8656 20.3018 -1.5211
147 H 8.4337 20.8555 0.1210
148 H 9.6246 21.8637 -0.8407
149 H 8.5193 20.9506 -1.5924
150 H 11.7034 17.6121 -0.7525
151 H 11.7126 18.3787 -2.3087
152 H 11.7380 15.8379 -2.3990
153 H 10.1626 16.3527 -2.9710
154 H 10.3252 15.6067 -1.4450
155 C 11.5169 9.1607 -6.4889
156 C 10.1560 9.4535 -5.9752
157 O 9.9964 10.4881 -5.3260
158 C 9.0443 8.6168 -6.5100
159 H 11.5669 9.6546 -7.4593
160 H 11.7061 8.0957 -6.6234
161 H 12.3008 9.6183 -5.8854
162 H 8.2076 9.2055 -6.8863
163 H 8.6598 7.9200 -5.7651
164 H 9.4115 7.9476 -7.2882

⟨S²⟩ ... 0.754
DFT total energy ... -60929.673 eV
Spin multiplicity ... 2
Orbital gap (spin up / spin down) ... 7.48 / 2.63 eV
E_HOMO (spin up / spin down) ... -9.61 / -9.61 eV
Total charge ... +1
Molecular weight ... 766.4 u